<P>
DFT (the ωB97M-V functional and the def2-TZVPD basis) results for 2 unconnected molecules or ions with the total composition C4H9NOS.

Structure (ORCA input):
```
! RIJCOSX wB97M-V def2-TZVPD def2/J DEFGRID3
* xyz 0 1
C 2.33 -1.13 -0.26
O 4.45 0.24 -0.33
H 0.56 1.68 0.16
C -0.49 1.41 0.23
H -2.80 0.24 -0.67
H 2.50 -2.05 -0.77
S 3.06 0.24 0.14
N 0.02 -1.02 0.48
H -0.43 -0.12 -1.31
H 0.33 -0.68 1.38
C -0.69 -0.03 -0.24
H -2.48 -0.46 0.93
H -2.30 -1.46 -0.51
C -2.17 -0.46 -0.12
H -0.82 1.51 1.27
H -1.07 2.09 -0.38
*
```

Values from the calculation:
HOMO level (alpha / beta) = -9.31 / -9.31 eV
lowest unoccupied orbital energy (alpha / beta) = -1.37 / -1.37 eV
HOMO-LUMO gap (alpha / beta) = 7.941 / 7.940 eV

Charges obtained by Mulliken population analysis, quoted in units of e: atom 1 (C): -0.207, atom 2 (O): -0.530, atom 3 (H): 0.238, atom 4 (C): -1.190, atom 5 (H): 0.382, atom 6 (H): 0.375, atom 7 (S): 0.316, atom 8 (N): -0.561, atom 9 (H): 0.211, atom 10 (H): 0.285, atom 11 (C): 0.698, atom 12 (H): 0.351, atom 13 (H): 0.357, atom 14 (C): -1.434, atom 15 (H): 0.333, atom 16 (H): 0.377

=====

<Q>
DFT (the ωB97M-V functional and the def2-TZVPD basis) results for a single C4H9NOS molecule.

Structure (ORCA input):
```
! RIJCOSX wB97M-V def2-TZVPD def2/J DEFGRID3
* xyz 0 1
H -1.52 2.07 0.19
N -1.75 -0.07 -0.33
H -3.26 1.29 0.02
H 0.75 0.37 1.11
H 0.67 0.80 -0.69
H 3.20 1.11 0.26
C -0.62 -0.82 -0.14
C 1.89 -0.96 -0.34
O -0.50 -2.07 -0.29
S 3.51 -0.21 0.10
C -2.14 1.20 0.33
H -2.53 -0.69 -0.54
H -2.27 1.08 1.47
H 1.93 -1.19 -1.43
H 1.95 -1.89 0.25
C 0.69 -0.02 0.04
*
```

Values from the calculation:
HOMO level = -8.91 eV
lowest unoccupied orbital energy = 0.63 eV
structure (SMILES) = CNC(=O)CCS
HOMO-LUMO gap = 9.540 eV

Charges obtained by Mulliken population analysis, quoted in units of e: atom 1 (H): 0.263, atom 2 (N): -0.176, atom 3 (H): 0.291, atom 4 (H): 0.362, atom 5 (H): 0.371, atom 6 (H): 0.104, atom 7 (C): 0.347, atom 8 (C): -0.523, atom 9 (O): -0.646, atom 10 (S): -0.269, atom 11 (C): -0.741, atom 12 (H): 0.293, atom 13 (H): 0.273, atom 14 (H): 0.353, atom 15 (H): 0.318, atom 16 (C): -0.620

=====

The most stable of them is <Q>.